Record 1
{
  "formula": "C4H12",
  "method": "ωB97M-V/def2-TZVPD",
  "total_energy_ha": -159.56191,
  "relative_energy_kj_mol": 60.6,
  "homo_energy_ev": -11.439,
  "fmax_ev_per_a": 2.4,
  "e_lumo_ev": 1.14,
  "smiles": "CC.CC",
  "molar_mass_da": 60.140,
  "symbols": ["C", "C", "H", "H", "H", "H", "H", "H", "C", "C", "H", "H", "H", "H", "H", "H"],
  "positions_angstrom": [[-1.701, -1.173, 0.604], [-1.592, 0.052, 1.494], [-2.408, -1.875, 1.060], [-2.058, -0.970, -0.403], [-0.803, -1.784, 0.500], [-2.177, 0.058, 2.410], [-1.782, 1.024, 1.018], [-0.582, 0.333, 1.755], [2.077, 0.190, -1.624], [1.299, 0.964, -0.569], [1.704, -0.844, -1.594], [1.665, 0.406, -2.600], [3.132, 0.179, -1.422], [1.313, 2.055, -0.610], [1.653, 0.724, 0.441], [0.260, 0.664, -0.458]],
  "nbo_charge": [-0.628, -0.635, 0.210, 0.210, 0.210, 0.211, 0.210, 0.211, -0.622, -0.611, 0.203, 0.212, 0.214, 0.202, 0.198, 0.205]
}

---

Record 2
{
  "formula": "C33H96CaF3N17O12P5S",
  "method": "ωB97M-V/def2-TZVPD",
  "total_charge": 1,
  "total_energy_ha": -6230.93590,
  "relative_energy_kj_mol": 0.0,
  "homo_energy_ev": -9.108,
  "fmax_ev_per_a": 4.1,
  "e_lumo_ev": -1.91,
  "molar_mass_da": 1207.247,
  "symbols": ["Ca", "C", "F", "F", "F", "S", "O", "O", "O", "C", "N", "O", "O", "H", "H", "H", "C", "N", "O", "O", "H", "H", "H", "O", "P", "N", "C", "C", "N", "C", "C", "N", "C", "C", "H", "H", "H", "H", "H", "H", "H", "H", "H", "H", "H", "H", "H", "H", "H", "H", "H", "H", "O", "P", "N", "C", "C", "N", "C", "C", "N", "C", "C", "H", "H", "H", "H", "H", "H", "H", "H", "H", "H", "H", "H", "H", "H", "H", "H", "H", "H", "O", "P", "N", "C", "C", "N", "C", "C", "N", "C", "C", "H", "H", "H", "H", "H", "H", "H", "H", "H", "H", "H", "H", "H", "H", "H", "H", "H", "H", "O", "P", "N", "C", "C", "N", "C", "C", "N", "C", "C", "H", "H", "H", "H", "H", "H", "H", "H", "H", "H", "H", "H", "H", "H", "H", "H", "H", "H", "O", "P", "N", "C", "C", "N", "C", "C", "N", "C", "C", "H", "H", "H", "H", "H", "H", "H", "H", "H", "H", "H", "H", "H", "H", "H", "H", "H", "H"],
  "positions_angstrom": [[2.114, 0.488, 0.921], [-1.998, 2.412, 0.240], [-1.247, 3.529, 0.162], [-2.063, 2.099, 1.554], [-3.256, 2.629, -0.149], [-1.141, 1.041, -0.680], [-0.707, 1.716, -1.887], [0.001, 0.597, 0.140], [-2.111, 0.016, -0.917], [-5.823, 0.939, 1.105], [-6.616, -0.274, 0.733], [-7.697, -0.080, 0.215], [-6.178, -1.340, 1.103], [-5.720, 0.845, 2.183], [-6.247, 1.885, 0.794], [-4.865, 0.806, 0.600], [-2.716, 2.533, -4.458], [-3.602, 1.359, -4.226], [-4.525, 1.506, -3.455], [-3.350, 0.357, -4.868], [-3.339, 3.061, -5.181], [-1.758, 2.295, -4.905], [-2.579, 3.057, -3.519], [2.939, -0.440, -1.064], [2.891, -1.435, -2.169], [3.892, -1.099, -3.423], [4.789, -2.086, -4.002], [4.099, 0.319, -3.712], [1.345, -1.599, -2.834], [0.247, -2.080, -1.986], [0.994, -1.342, -4.223], [3.231, -3.019, -1.743], [2.730, -4.190, -2.453], [4.245, -3.250, -0.707], [4.321, -2.751, -4.733], [5.278, -2.764, -3.303], [5.548, -1.488, -4.506], [4.867, 0.787, -3.103], [3.167, 0.880, -3.605], [4.248, 0.496, -4.780], [-0.048, -3.073, -2.333], [0.509, -2.020, -0.934], [-0.596, -1.398, -2.105], [0.158, -0.666, -4.391], [1.883, -0.929, -4.703], [0.862, -2.298, -4.741], [3.420, -5.025, -2.552], [1.840, -4.583, -1.950], [2.340, -3.850, -3.413], [5.156, -2.697, -0.949], [4.546, -4.297, -0.688], [3.910, -3.006, 0.302], [-4.866, -5.161, -3.995], [-5.654, -4.101, -3.312], [-6.061, -2.860, -4.331], [-6.604, -1.566, -3.873], [-5.670, -2.856, -5.739], [-4.883, -3.332, -2.032], [-4.831, -3.990, -0.737], [-3.678, -2.579, -2.374], [-7.093, -4.679, -2.674], [-7.861, -5.531, -3.568], [-7.960, -3.829, -1.891], [-7.468, -1.364, -4.505], [-5.850, -0.779, -3.943], [-6.938, -1.590, -2.841], [-5.559, -1.822, -6.060], [-6.455, -3.313, -6.355], [-4.817, -3.496, -5.955], [-4.100, -3.565, -0.048], [-5.801, -3.870, -0.247], [-4.653, -5.072, -0.715], [-3.906, -1.916, -3.209], [-3.354, -1.888, -1.595], [-2.837, -3.245, -2.587], [-7.231, -6.347, -3.923], [-8.734, -6.037, -3.154], [-8.220, -4.909, -4.399], [-7.379, -3.141, -1.275], [-8.630, -4.314, -1.172], [-8.681, -3.229, -2.464], [2.012, 1.853, 2.820], [1.956, 2.645, 4.090], [1.605, 1.735, 5.446], [2.526, 0.738, 6.025], [0.286, 1.855, 6.072], [0.870, 3.938, 4.063], [-0.196, 3.933, 3.067], [1.002, 5.062, 4.965], [3.480, 3.293, 4.387], [4.396, 3.687, 3.322], [3.838, 3.853, 5.712], [2.676, -0.141, 5.404], [1.998, 0.345, 6.896], [3.421, 1.209, 6.426], [0.235, 2.727, 6.720], [-0.126, 0.932, 6.473], [-0.464, 1.963, 5.280], [-1.145, 4.118, 3.586], [-0.031, 4.772, 2.390], [-0.317, 2.951, 2.627], [0.195, 5.772, 4.776], [0.913, 4.832, 6.030], [1.932, 5.612, 4.819], [4.541, 2.807, 2.695], [4.019, 4.560, 2.783], [5.364, 3.927, 3.759], [3.138, 3.457, 6.453], [3.701, 4.931, 5.761], [4.807, 3.457, 6.006], [3.080, 2.285, -0.045], [3.705, 3.480, -0.694], [3.166, 4.923, -0.014], [3.602, 6.241, -0.440], [1.995, 4.819, 0.839], [3.303, 3.572, -2.310], [4.062, 4.462, -3.205], [1.890, 3.390, -2.678], [5.378, 3.599, -0.594], [6.225, 2.609, -1.225], [6.032, 4.275, 0.514], [3.711, 6.879, 0.438], [2.810, 6.642, -1.084], [4.526, 6.210, -1.007], [1.843, 5.702, 1.471], [2.069, 4.004, 1.557], [1.045, 4.737, 0.301], [3.470, 5.321, -3.521], [4.965, 4.813, -2.715], [4.338, 3.845, -4.064], [1.126, 3.722, -1.964], [1.720, 4.003, -3.559], [1.660, 2.327, -2.757], [7.149, 3.022, -1.632], [6.414, 1.758, -0.566], [5.717, 2.251, -2.124], [6.889, 4.902, 0.242], [6.503, 3.490, 1.120], [5.422, 4.930, 1.128], [1.306, -1.174, 2.122], [0.386, -2.199, 2.664], [0.216, -3.527, 1.587], [1.395, -3.946, 0.832], [-0.910, -4.450, 1.592], [-1.201, -1.776, 3.024], [-1.637, -0.985, 4.149], [-2.165, -1.697, 1.907], [0.898, -2.926, 4.066], [0.160, -3.973, 4.775], [2.367, -3.068, 4.254], [2.082, -3.119, 0.677], [1.045, -4.457, -0.064], [1.906, -4.699, 1.450], [-0.574, -5.470, 1.797], [-1.539, -4.377, 0.705], [-1.512, -4.241, 2.479], [-1.802, 0.032, 3.777], [-2.563, -1.329, 4.620], [-0.908, -1.034, 4.956], [-3.139, -2.078, 2.216], [-2.190, -0.670, 1.554], [-1.836, -2.331, 1.088], [-0.911, -3.795, 4.684], [0.571, -4.950, 4.521], [0.268, -3.853, 5.859], [2.795, -3.398, 3.301], [2.683, -3.692, 5.079], [2.752, -2.049, 4.331]],
  "mulliken_charge": [2.502, 0.198, -0.167, -0.213, -0.145, 0.717, -0.482, -0.690, -0.068, -0.544, 0.980, -0.552, -0.527, 0.319, 0.335, -0.016, -0.839, 1.046, -0.535, -0.556, 0.383, 0.268, 0.208, -0.313, -1.476, 0.694, -1.079, -1.899, 1.421, -0.535, -1.006, 1.103, -1.111, -1.154, 0.275, 0.290, 0.431, 0.826, 0.214, 0.530, 0.265, -0.440, 0.089, -0.004, 0.348, 0.337, 0.510, 0.113, 0.224, 0.318, 0.512, 0.041, -0.933, 0.212, 0.428, -0.792, -1.169, 1.002, -0.592, -0.523, 0.212, -1.055, -0.691, 0.443, 0.252, 0.078, 0.323, 0.304, 0.362, -0.181, 0.267, 0.308, 0.066, -0.173, 0.341, 0.306, 0.348, 0.354, -0.003, 0.289, 0.330, 0.403, -2.491, 0.702, -0.745, -1.025, 0.936, -1.216, -1.169, 0.571, -0.852, -1.341, -0.101, 0.468, 0.313, 0.282, 0.453, 0.201, 0.543, 0.546, -0.002, 0.478, 0.281, 0.256, 0.203, 0.143, 0.416, 0.407, 0.339, 0.376, 1.062, -1.692, 1.259, -1.159, -1.588, 0.819, -1.296, -0.914, 0.686, -0.779, -1.119, 0.348, 0.299, 0.330, 0.408, 0.552, 0.224, 0.331, 0.489, 0.321, 0.112, 0.483, -0.035, 0.369, 0.313, 0.043, 0.322, 0.367, 0.268, -0.148, -0.697, 0.725, -1.221, -1.292, 0.739, -0.950, -0.516, 0.456, -1.226, -0.623, -0.361, 0.585, 0.349, 0.335, 0.425, 0.362, 0.080, 0.314, 0.407, 0.469, -0.221, -0.048, 0.352, 0.363, 0.393, 0.223, 0.467, -0.197]
}